(1)
Formula: C28H55FN2O12S4
Source: the OMol25 dataset
Level of theory: the ωB97M-V functional and the def2-TZVPD basis

XYZ file:
```
102
Properties=species:S:1:pos:R:3:forces:R:3:lowdin_charge:R:1
H 1.794452 3.723316 -4.492114 -0.807 -1.534 -0.221 0.14
H 3.212527 -5.040826 -3.382696 0.271 2.471 3.424 0.21
O -0.565179 -4.324564 -3.062950 0.740 0.329 0.161 -0.31
O -4.675898 -0.833400 2.857391 -0.548 0.592 0.146 -0.34
H 7.668595 0.556460 0.019924 -0.400 -0.118 -0.513 0.13
H -8.561510 -1.671190 0.747379 3.383 -1.552 -0.586 0.19
S -0.097959 3.388462 -3.214497 -4.868 3.429 -0.218 0.62
H 5.176031 0.114513 1.287926 -0.030 1.751 1.722 0.10
C -4.252785 -1.710453 -2.295050 0.630 1.322 -0.544 -0.02
O 4.756259 2.319921 -0.336144 -0.528 1.260 -0.024 -0.31
C 6.042781 -0.927362 -0.151245 2.793 1.140 -5.159 -0.29
C -2.049611 -1.012560 -3.123652 -1.202 0.816 -0.806 -0.09
H 7.926605 -0.590734 -1.290680 0.082 -0.354 -0.160 0.10
C 2.616005 0.133947 5.703377 -2.102 0.057 -0.110 0.01
H 1.828577 4.740266 -0.654458 0.404 -0.490 0.425 0.13
H -4.361803 -1.139443 -5.673037 0.626 0.053 0.727 0.11
N 0.913768 1.892452 4.708439 2.921 1.024 -0.135 0.01
H -5.842747 -0.479615 0.504626 4.507 1.910 -3.058 0.02
C 2.285998 3.933374 -2.616795 1.894 2.138 2.337 -0.24
C 1.494458 3.927705 -1.299122 2.613 -0.391 0.872 -0.24
O 3.087744 2.422861 5.562092 -2.263 -2.582 -2.278 0.08
O 3.566307 0.598404 -1.820952 2.718 1.079 1.422 -0.35
H -4.862465 -1.752576 -1.431472 -0.913 -0.683 0.510 0.08
H 1.057331 0.669018 0.049596 0.424 1.592 -1.252 0.03
C 3.035903 -4.242149 -2.337755 -6.101 -5.754 -7.932 -0.17
C -6.293381 -2.833634 2.648863 5.411 0.385 -0.070 -0.26
H 6.375670 0.587750 -2.788129 -0.726 -1.109 -0.605 0.09
C -6.666209 -0.637080 0.989411 -5.109 -1.678 5.371 -0.18
O 0.084419 -2.749822 -1.213488 -0.103 -0.519 -0.119 -0.34
H -7.555855 -3.663883 1.461114 -5.568 -5.600 0.069 0.04
H -3.021857 2.627180 1.293278 1.051 -0.316 -0.532 0.09
H 2.529880 4.955871 -3.042604 -0.465 -0.844 0.957 0.15
C 2.349225 1.477409 5.207534 0.385 5.628 4.536 -0.29
C 2.858943 -2.834646 -2.711320 3.998 -2.394 -4.792 -0.31
S -6.097135 -1.097468 2.718988 1.667 0.389 -1.715 0.68
H -1.203192 0.009603 4.075250 1.907 -1.225 0.217 -0.01
C 7.160736 -0.049800 -0.759988 -1.156 1.573 0.062 -0.13
H 3.155319 -2.442579 -1.868563 0.641 3.718 4.296 0.05
H 3.598573 -4.226746 -1.582905 5.625 -1.175 5.243 0.02
C -7.329530 -1.927504 0.568388 -2.828 1.259 0.054 -0.20
H 3.755657 -2.661734 -3.452083 -1.747 0.276 1.170 0.18
H 1.626665 2.109336 -3.460299 0.470 0.466 -0.575 0.13
H 0.786891 3.900153 2.266559 0.299 0.779 -0.196 -0.05
H 0.349428 1.111387 4.343967 -1.035 -2.409 0.826 0.03
H -3.622318 1.230390 1.844169 -0.567 -1.482 0.609 0.03
C 1.661280 -4.823212 -1.712874 0.798 2.390 -4.075 -0.17
O 0.593750 2.981853 2.353313 0.151 -0.927 0.703 -0.33
S 4.725927 1.047061 -0.978540 -2.468 -0.548 -0.940 0.71
N -0.182338 0.739741 1.684291 -2.562 -4.079 -3.406 0.05
C 0.226807 2.936662 5.474203 -3.321 1.381 2.555 -0.08
C -1.558059 0.973330 1.069622 -0.381 2.413 1.330 -0.33
H 1.791711 -0.325424 6.202856 -1.181 0.012 -0.060 0.10
C 0.824408 0.060249 0.861543 3.707 -2.163 -0.336 -0.03
H 2.697440 -0.341949 4.816077 0.282 -2.745 -2.849 0.06
H 0.761034 3.906191 5.520970 0.022 -0.932 -0.128 0.09
H 1.072756 2.325996 3.728207 -0.255 1.091 -0.535 0.08
H 0.959667 -0.981834 0.249140 -2.043 1.746 2.348 0.14
C -2.916831 -1.381070 -2.068460 1.499 0.728 -2.675 -0.07
C -4.760156 -1.573060 -3.588751 1.220 -0.669 -0.753 -0.20
H -7.122949 -2.017510 -0.491446 -0.589 -0.402 -0.277 0.09
C -6.770117 -3.161835 1.335413 5.580 4.028 -3.488 -0.21
C 1.583336 -2.613789 -3.275669 -2.054 -0.077 -2.502 -0.23
H 0.119341 5.296589 -1.905822 -0.679 -0.099 0.241 0.12
H -7.499794 0.088565 1.203329 1.737 0.054 -0.710 0.12
H 1.804083 -4.861053 -0.730982 -0.075 0.421 4.315 0.05
O -0.789304 4.225922 -4.196817 0.978 -0.468 0.847 -0.32
H -0.530621 3.936367 -0.813150 -0.322 0.226 -1.004 0.13
C 0.124351 4.227763 -1.654506 -1.447 1.158 -0.141 -0.24
H 3.216536 3.418182 -2.520953 0.862 -0.058 0.356 0.09
O -0.248183 -0.350065 4.066825 -1.894 1.672 -0.440 -0.41
H -1.061461 -0.612238 -2.882628 -0.262 -0.420 0.007 0.09
H -5.820009 -3.512707 0.825526 -1.951 -0.402 -0.261 0.16
C 6.332884 0.894394 -1.767605 1.190 -1.977 1.177 -0.18
F -6.097089 -1.982522 -3.807144 2.116 1.003 -0.020 -0.01
C -2.683859 1.713705 1.814651 1.861 1.972 2.218 0.02
C 4.955145 -0.148376 0.312619 -4.550 -2.557 -1.826 -0.25
H -5.238467 -3.307564 2.855109 -2.097 0.997 -0.140 0.16
H -1.795590 -0.504399 -5.246218 -1.543 -0.413 1.025 0.13
H -2.332500 2.154910 2.822691 -0.707 -1.227 -1.277 0.10
H 6.830437 1.806620 -1.851957 0.192 2.025 0.526 0.07
H -0.116864 0.270339 2.570140 -1.138 -1.568 2.765 0.02
C -3.872433 -1.180871 -4.675264 -2.392 -0.436 0.235 -0.03
H -0.865057 3.218991 5.157954 2.236 -0.853 -0.918 0.11
C -2.539033 -0.833667 -4.444567 0.781 -0.709 0.588 -0.07
O -0.673791 2.147099 -2.905674 -0.979 -3.035 0.322 -0.29
H -6.910862 -3.034311 3.400365 -2.624 -1.063 3.150 0.06
H 1.363130 -1.570216 -3.239313 -1.056 0.589 0.092 0.10
H 1.581881 2.927573 -0.805437 0.151 0.863 -0.219 0.12
C 1.501241 3.203638 -3.553238 2.296 -1.477 -3.898 -0.32
S 0.458169 -3.643883 -2.301662 -0.993 1.639 1.068 0.70
H 0.255782 1.589511 1.864702 0.937 4.191 0.335 -0.01
H 1.561971 -2.948674 -4.341624 -0.142 0.129 0.770 0.14
H 4.057384 -0.936121 0.331279 1.291 2.292 0.052 0.16
H 1.758744 0.097235 1.559593 -1.478 -0.146 -1.272 0.12
H 3.421379 -0.118800 6.299660 2.158 0.795 0.959 0.08
O -7.083432 -0.633661 3.623825 -0.949 1.120 1.435 -0.31
H 5.918242 -1.642133 -0.923608 -1.204 -0.786 -0.839 0.12
O -1.685944 0.899772 -0.091638 0.604 -1.397 -2.043 0.15
H -2.344296 -1.202668 -1.199089 -0.608 -0.575 1.721 0.07
H -0.191166 2.693251 6.551828 1.988 -0.318 -1.687 0.12
H 6.334502 -1.422737 0.612561 2.668 -3.677 5.067 0.06
H 1.161577 -5.695170 -1.989930 0.249 -1.960 -1.043 0.07
```
Positions in Å, forces in eV/Å.

As for the orbital gap: 8.36 eV. The energy above the lowest of the compared OMol25 structures with the same formula, charge and spin comes out at 1.0187 eV. As for the total energy: -3804.3152 Ha. As for the spin multiplicity: 1.

---

(2)
Formula: C11H28INO10P2
Source: the OMol25 dataset
Level of theory: the ωB97M-V functional and the def2-TZVPD basis

XYZ file:
```
53
Properties=species:S:1:pos:R:3:forces:R:3:nbo_charge:R:1
H 4.430252 4.570616 4.287716 -0.120 0.000 -0.353 0.22
N 2.296021 2.583700 2.526127 -0.646 0.539 1.026 -0.70
H -2.077747 2.211996 -7.371552 0.001 0.047 0.117 0.20
H -0.410121 -0.139370 0.059468 0.024 -0.093 -0.062 0.20
C -0.510946 -1.002229 0.716314 0.022 0.177 0.078 -0.28
C 3.080157 2.907795 3.736926 1.209 0.707 0.098 -0.05
H 2.972991 5.032301 3.307525 0.379 -0.140 0.322 0.21
H 4.721979 1.662830 1.899203 0.286 -0.006 0.308 0.22
O -4.323156 1.444624 -4.246252 0.401 -0.196 -0.570 -0.82
H 1.823658 -5.074177 -1.325362 -0.174 -0.073 0.055 0.18
O -3.213263 -0.363269 -3.204865 1.165 -0.657 -3.034 -0.72
H -2.551435 -2.173047 -2.478098 -0.120 0.069 -0.093 0.19
H 1.317985 -3.441367 -1.790426 0.080 0.034 0.045 0.18
O 0.135467 2.544702 3.693418 1.089 0.331 0.795 -0.71
C 1.362467 -4.154425 -0.966128 0.144 0.284 -0.449 -0.24
H -3.367662 1.093032 -6.885595 0.017 0.031 -0.042 0.18
H 5.838051 2.645587 2.881276 -0.176 -0.295 0.100 0.20
H 4.307435 4.202976 2.505745 0.072 0.136 0.498 0.21
C -2.359159 1.444225 -6.654220 -0.100 0.086 -0.197 -0.27
O 0.044243 -4.465062 -0.527911 -0.827 -0.178 -0.079 -0.82
H 0.137256 -0.872162 1.569791 -0.025 -0.217 -0.001 0.23
C 4.107289 1.766350 3.974152 0.345 -0.332 -0.727 -0.41
C 3.766598 4.280071 3.463744 -0.682 -0.596 -0.202 -0.62
H -2.560010 -5.516187 -0.211680 -0.034 -0.059 0.015 0.18
O 0.447972 -3.516278 1.842149 -1.442 0.370 0.462 -1.02
H 5.881546 0.872924 3.007116 -0.286 0.263 -0.008 0.22
C -5.124940 1.614596 -3.081623 -0.363 -0.329 0.212 -0.25
C -2.135245 -1.217686 -2.794318 0.173 -0.100 0.316 -0.26
H -5.830939 2.421747 -3.273225 0.096 -0.001 -0.147 0.19
H -1.449711 -1.391630 -3.623401 0.081 -0.132 0.132 0.18
P -0.572250 -3.653067 0.742665 8.723 -2.074 0.769 2.30
H 2.477340 3.009958 4.653458 -0.119 -0.012 -0.507 0.20
H -2.800837 -6.412651 1.302078 0.106 0.029 0.030 0.20
H 1.972115 -3.745141 -0.160487 -0.146 0.013 0.082 0.20
H 2.228527 3.366335 1.883933 -0.122 -0.102 0.078 0.40
O -0.137411 -2.179884 -0.014775 -3.722 -0.664 -0.112 -0.70
O -2.082854 1.759134 -2.964996 0.556 -0.951 -0.912 -1.06
H -1.548878 -1.075735 1.045571 0.013 0.213 0.000 0.17
O -1.211664 -5.105296 1.332978 -2.792 2.166 -1.010 -0.67
C -2.533212 -5.446675 0.878880 -0.031 -0.197 -0.055 -0.28
C 1.040094 1.986088 2.791923 0.231 0.206 0.187 0.90
I 0.113324 1.481158 5.410555 -0.280 0.298 -0.485 0.47
C 5.214049 1.739432 2.883732 -0.291 0.015 0.070 -0.62
O 0.739301 0.971897 2.279301 -0.477 -1.306 -0.967 -0.54
H 3.586807 0.793512 3.887112 -0.005 0.440 0.225 0.21
H -5.685646 0.699912 -2.885060 0.022 0.011 0.067 0.18
H -3.255169 -4.700989 1.219050 -0.092 -0.116 -0.001 0.17
H 4.559495 1.792668 4.978645 -0.259 0.267 -0.250 0.20
H -4.524308 1.871337 -2.208861 0.122 -0.028 -0.094 0.20
P -2.770155 1.010314 -4.067934 -2.423 5.502 5.097 2.37
H -1.600153 -0.770557 -1.957903 0.031 0.073 -0.100 0.21
H -1.652837 0.615079 -6.730524 0.005 0.045 -0.131 0.17
O -2.312708 2.019988 -5.335356 0.364 -3.497 -0.598 -0.68
```
Positions in Å, forces in eV/Å.

As for the orbital gap: 7.59 eV. As for the total energy: -2223.3561 Ha. As for the spin multiplicity: 1.

---

(3)
Formula: C5H12N2
Source: the OMol25 dataset
Level of theory: the ωB97M-V functional and the def2-TZVPD basis

XYZ file:
```
19
Properties=species:S:1:pos:R:3:forces:R:3:nbo_charge:R:1
H -0.010167 2.031749 -1.226038 0.439 0.393 0.325 0.20
H -0.606073 -0.723818 1.204047 -0.229 0.334 0.054 0.18
H 2.680283 2.415101 1.115582 0.084 -0.332 0.123 0.36
C 0.127347 1.250928 -0.483469 -1.420 -0.123 0.435 -0.21
H 0.214015 -2.948518 -0.306265 0.178 -0.119 0.251 0.21
C -0.862642 0.147980 -0.742295 1.989 -0.711 -1.454 -0.43
H 1.410868 0.512549 1.055803 -0.631 -0.032 0.421 0.18
C 1.017735 1.358929 0.504350 1.291 0.149 -1.738 -0.05
C -0.734959 -1.043553 0.167929 -0.301 -1.153 0.689 -0.05
N 1.918003 2.471478 0.459500 -0.276 0.454 0.652 -0.83
H -1.951041 -2.651666 0.706397 -0.090 -0.174 -0.328 0.36
N -1.978140 -1.815792 0.147217 -0.121 0.722 0.242 -0.86
H -0.486163 -0.242160 -1.724079 -0.484 0.169 0.221 0.20
H -2.450648 -1.891262 -0.742660 0.303 -0.309 0.109 0.36
H 1.089309 -1.580707 -0.990842 -0.164 -0.046 0.109 0.21
H 1.442242 3.333627 0.697147 -0.070 0.039 -0.282 0.37
C 0.532647 -1.928105 -0.108334 -0.084 0.992 -0.417 -0.63
H 1.230021 -1.845659 0.732508 -0.126 -0.419 -0.104 0.20
H -1.861288 0.486688 -0.996191 -0.290 0.167 0.689 0.23
```
Positions in Å, forces in eV/Å.

As for the orbital gap: 9.35 eV. Its structure (SMILES) is C[C@H](N)C/C=C/N. The energy above the lowest of the compared OMol25 structures with the same formula, charge and spin comes out at 1.5475 eV. As for the total energy: -307.1725 Ha. As for the spin multiplicity: 1.

---

- orbital gap of number 1 (C28H55FN2O12S4)?
  8.36 eV

---

- The lowest orbital gap belongs to which entry?
  C11H28INO10P2